1.
11
Properties=species:S:1:pos:R:3:forces:R:3:lowdin_charge:R:1 method="wB97M-V/def2-TZVPD" relative_energy_kcal_mol=51.4 spin_multiplicity=6 s_squared=8.7526 homo_ev="-13.08 / -15.27" total_charge=+1
C 0.3051 -0.0293 1.5190 0.1 0.2 0.4 -0.0567
C 0.4407 0.3974 0.0774 0.4 0.4 0.4 -0.2272
O -0.1378 -0.6546 -0.7150 2.2 -0.6 0.7 -0.1879
H 0.9714 0.5974 2.1255 -0.2 -0.2 0.0 0.0954
H -0.7222 0.1075 1.8808 0.3 -0.1 -0.1 0.0900
H 0.6010 -1.0783 1.6497 0.0 0.3 0.0 0.0922
H 1.4916 0.5063 -0.2236 -0.2 0.0 0.0 0.1284
H -0.1014 1.3312 -0.1289 0.2 -0.3 0.0 0.1353
H -1.7339 -0.4764 -1.0925 0.5 1.6 -2.8 0.2154
Cr -0.1286 -0.6361 -3.4031 0.3 -0.3 -0.8 0.9123
O -0.9858 -0.0649 -1.6892 -3.5 -1.0 2.2 -0.1973


2.
18
Properties=species:S:1:pos:R:3:forces:R:3:lowdin_charge:R:1 method="wB97M-V/def2-TZVPD" relative_energy_kcal_mol=1.3 homo_ev=-10.08 total_charge=0
C 2.3117 -0.0710 0.9545 2.1 -0.3 -1.0 -0.1358
C 1.4710 -0.2156 -1.3273 -3.7 0.1 2.3 -0.0646
N -3.1529 0.9636 -0.4978 0.2 -0.1 -0.2 -0.4348
N -0.9157 1.8400 0.5239 0.5 -0.1 0.2 -0.4438
N -1.1076 -0.8984 -0.0104 1.0 2.5 0.7 -0.2160
N 1.2808 0.4157 0.0364 0.2 -0.3 0.1 -0.3508
F -3.5389 -1.1623 0.7531 0.4 0.0 -0.6 -0.1320
F -3.0105 -1.3910 -1.5665 0.0 0.5 0.5 -0.1154
F -0.1585 0.0798 2.1824 0.4 0.3 -1.2 -0.1433
P -2.3592 2.2730 0.0152 0.0 -0.7 -0.2 0.7311
P -2.5991 -0.5170 -0.3365 -1.3 -1.0 0.2 0.3259
P -0.2419 0.3902 0.6194 -1.9 -1.0 0.2 0.4631
H 3.3430 0.1193 0.3626 -2.1 0.0 1.9 0.1221
H 2.2287 0.4581 1.9564 0.5 -1.0 -1.3 0.0973
H 2.2507 -1.2035 0.9659 0.1 1.1 0.8 0.0980
H 0.8819 -1.1414 -1.2632 1.2 -0.6 -0.2 0.0638
H 0.8037 0.3133 -1.9971 1.0 0.7 -0.8 0.0808
H 2.5127 -0.2528 -1.3709 1.3 -0.2 -1.4 0.0545


3.
10
Properties=species:S:1:pos:R:3:forces:R:3:lowdin_charge:R:1 method="wB97M-V/def2-TZVPD" relative_energy_kcal_mol=44.3 homo_ev=-9.61 total_charge=0
C -1.2827 1.2586 0.1134 0.9 0.3 0.2 -0.0969
C 0.5215 -0.9908 -0.7308 1.7 0.4 0.5 -0.2016
N 1.5749 -0.9443 0.0811 0.9 -1.8 1.4 0.0550
F 0.3037 -2.3028 -0.7657 -1.1 -1.2 -0.6 -0.0447
H -1.6448 1.3515 -0.9107 0.2 -0.2 0.0 0.0109
H -1.9989 1.8337 0.7387 0.8 -0.4 -0.1 0.0187
H -1.1985 0.1879 0.3840 -0.5 0.8 -0.1 -0.0207
H -0.2069 1.6437 0.1452 -1.6 -0.2 0.1 0.0289
H 2.0756 -0.1218 0.4270 -0.7 -0.4 -0.5 0.0978
H 1.8561 -1.9158 0.5177 -0.4 2.6 -1.0 0.1526


4.
10
Properties=species:S:1:pos:R:3:forces:R:3:lowdin_charge:R:1 method="wB97M-V/def2-TZVPD" relative_energy_kcal_mol=83.3 homo_ev=-10.71 total_charge=0
C -0.1729 1.1468 -0.0883 -1.9 1.9 1.3 -0.1756
C -0.1574 -1.1645 -0.0773 -2.1 3.3 0.5 -0.0867
N 0.4725 0.0689 -0.5893 2.8 -3.4 1.0 -0.0410
F 2.0022 0.0750 0.4572 -2.9 0.1 -1.7 -0.2704
H -0.2305 0.9998 0.9749 0.2 0.6 1.0 0.0780
H 0.3614 2.0391 -0.3688 -0.5 0.6 -0.1 0.0919
H -1.2976 1.0720 -0.3118 1.6 0.3 -0.5 0.1455
H 0.5728 -1.8523 -0.0593 2.3 -2.8 0.0 0.0353
H -0.6820 -1.0743 0.9524 0.9 0.1 -1.7 0.1241
H -0.8686 -1.3105 -0.8897 -0.3 -0.6 0.1 0.0989


5.
10
Properties=species:S:1:pos:R:3:forces:R:3:lowdin_charge:R:1 method="wB97M-V/def2-TZVPD" relative_energy_kcal_mol=114.1 homo_ev="-9.05 / -9.05" total_charge=0
C 0.5112 -1.1698 -0.4037 2.4 -1.6 -2.0 -0.2102
C -0.9701 1.2048 0.2710 4.6 0.4 2.1 0.1146
N 0.5642 -0.2001 0.6142 -3.0 4.0 1.5 -0.0923
F 1.7648 0.6411 0.7018 -1.0 -1.2 -1.3 -0.1655
H -0.1692 -1.9380 -0.0143 -0.2 0.4 -0.2 0.0765
H 0.2646 -0.9403 -1.5081 0.4 0.1 1.6 0.0925
H 1.5298 -1.7357 -0.3783 -1.5 1.0 -0.2 0.1096
H -1.5707 0.9989 1.1343 0.2 0.3 0.6 0.0189
H -0.4638 2.2473 0.1442 -0.8 -2.2 0.6 0.0818
H -1.4608 0.8919 -0.5610 -1.0 -1.1 -2.7 -0.0260


6.
15
Properties=species:S:1:pos:R:3:forces:R:3:lowdin_charge:R:1 method="wB97M-V/def2-TZVPD" relative_energy_kcal_mol=0.0 smiles="NP(N)(=O)OC(=S)CF" homo_ev=-9.14 total_charge=0
N -1.7479 1.2661 0.7396 -0.1 -0.3 -0.6 -0.0505
P -1.2918 0.2066 -0.4555 0.3 0.4 1.0 0.3804
N -2.2640 -1.0995 -0.2586 0.3 0.1 -0.2 -0.0279
O -1.2159 0.7463 -1.8017 -0.2 0.1 -0.3 -0.2619
O 0.2295 -0.3813 0.0379 -1.0 -0.4 -0.3 -0.1827
C 1.3241 0.3492 0.0188 0.3 0.9 0.1 -0.8514
S 1.3950 1.9805 0.0697 0.3 -0.4 -0.1 0.7462
C 2.5736 -0.5093 0.0018 0.2 0.1 0.1 -0.2087
F 2.2698 -1.8016 -0.3203 -0.1 -0.6 -0.2 -0.0287
H -1.5722 0.9911 1.6924 0.0 0.0 0.1 0.0608
H -1.4305 2.2083 0.5553 0.1 0.0 0.1 0.0361
H -2.1971 -1.6647 0.5697 0.0 -0.1 0.1 0.0647
H -2.4017 -1.6234 -1.1085 0.0 -0.2 0.0 0.0694
H 3.0371 -0.5287 0.9965 -0.1 0.3 -0.1 0.1295
H 3.2920 -0.1394 -0.7372 -0.2 0.2 0.2 0.1246


7.
13
Properties=species:S:1:pos:R:3:forces:R:3:lowdin_charge:R:1 method="wB97M-V/def2-TZVPD" relative_energy_kcal_mol=63.9 homo_ev=-8.03 total_charge=0
N 2.0115 -0.0052 -0.2240 3.2 -0.6 1.5 -0.1056
N 0.8132 0.7560 -0.3443 1.3 -1.7 1.6 -0.0129
C -0.1880 0.0605 0.0393 -0.9 0.9 -0.6 -0.4342
C -0.4964 -1.3813 0.2841 2.8 -1.1 -0.3 -0.0694
F -1.7119 -1.4477 -0.5607 2.1 -2.2 1.7 -0.1007
N -1.3700 0.6962 0.1158 -1.4 2.1 1.2 -0.0693
O -1.4378 2.0655 -0.0069 3.5 2.7 -1.1 -0.0686
H 2.8580 0.5949 -0.5968 -2.4 -1.7 1.6 0.1064
H 2.2549 -0.5661 0.8164 -0.9 2.9 -3.9 0.1716
H -0.6259 -1.6681 1.4437 -0.4 0.6 -3.0 0.1604
H 0.5545 -1.9343 -0.1448 -3.5 0.7 0.7 0.1584
H -2.1550 0.4489 -0.4147 -0.7 -1.4 -0.5 0.1191
H -0.5071 2.3809 -0.4071 -2.7 -1.1 1.2 0.1448


8.
13
Properties=species:S:1:pos:R:3:forces:R:3:lowdin_charge:R:1 method="wB97M-V/def2-TZVPD" relative_energy_kcal_mol=83.4 homo_ev=-8.68 total_charge=0
C -0.1966 0.3737 -0.0680 2.6 -0.6 -2.3 -0.4447
C -0.1677 1.6989 -0.7588 2.6 0.6 3.0 -0.1950
H -0.4328 -1.5088 2.2037 -1.9 2.3 -2.8 0.1381
H -2.1724 -1.3682 1.5681 4.4 1.3 -0.7 0.1508
H -0.9345 2.2246 -0.1345 0.6 0.3 -1.1 0.1268
H 0.9195 2.0708 -0.5792 -1.8 0.0 -0.2 0.1522
H 0.4565 -1.7168 -0.0340 -0.1 4.3 -0.5 0.1955
H 2.5457 -1.3328 -0.6964 -3.7 3.4 -3.3 0.2719
N -1.0393 -1.1181 1.2939 -3.2 -2.9 3.6 -0.1349
N -1.0081 0.2622 0.8612 -2.9 -1.5 2.7 -0.0267
N 0.7238 -0.6168 -0.2553 0.7 -4.4 -0.2 -0.0956
O 1.6708 -0.6523 -1.3289 3.4 -2.7 3.3 -0.1507
F -0.3649 1.6838 -2.0719 -0.7 -0.2 -1.5 0.0124


9.
11
Properties=species:S:1:pos:R:3:forces:R:3:lowdin_charge:R:1 method="wB97M-V/def2-TZVPD" relative_energy_kcal_mol=127.4 homo_ev="-8.07 / -8.69" total_charge=0
C 0.3045 1.5770 -0.1114 -3.1 2.0 -2.0 -0.0529
C -1.1673 -1.4275 0.5902 1.7 0.2 -2.2 -0.1118
N 1.7855 0.2732 -1.2718 1.2 -1.0 0.1 -0.0074
O 1.4558 1.1182 -0.2782 1.1 -1.1 0.2 -0.2055
F -1.7312 -0.2015 0.5593 -1.1 1.5 -0.5 -0.0991
H -0.6143 1.6109 -0.8756 2.5 -1.0 1.4 0.1439
H 0.2564 2.3723 0.6046 0.1 0.0 0.7 0.0733
H -1.7745 -2.1608 0.1385 -1.1 -0.8 -0.5 0.0667
H -1.0211 -1.6098 1.5817 0.8 -1.1 2.7 0.0514
H -0.2238 -1.4160 0.0051 -0.3 0.1 0.5 0.0828
H 2.7301 -0.1360 -0.9425 -1.7 1.2 -0.4 0.0583


10.
13
Properties=species:S:1:pos:R:3:forces:R:3:lowdin_charge:R:1 method="wB97M-V/def2-TZVPD" relative_energy_kcal_mol=14.1 homo_ev=-8.42 total_charge=0
C -0.3043 -0.6980 -1.1340 0.9 0.2 -0.7 -0.3571
C -1.0500 -1.7825 -1.0354 -0.6 2.5 -0.7 -0.0146
N 0.9889 -0.6703 -0.6673 2.4 -0.3 0.1 -0.0087
O 0.8029 0.8823 1.9949 -1.2 0.7 0.3 -0.2625
O -1.5957 1.6126 1.6268 -0.7 -0.2 1.4 -0.3460
F 0.2082 3.1685 0.9315 0.0 -1.7 0.6 -0.3592
S -0.3370 1.5229 1.0089 1.6 1.2 -1.8 0.9301
H -0.6668 0.1832 -1.6822 0.2 -0.3 0.6 0.1092
H 1.6290 1.3706 1.9584 0.3 0.3 -0.1 0.0637
H -0.7615 -2.5960 -0.5106 0.9 -2.6 1.5 0.0200
H -2.0585 -1.5777 -1.1746 -1.8 -0.4 -0.8 0.0300
H 1.5287 -1.5534 -0.6066 -0.9 1.0 0.0 0.1128
H 1.6160 0.1378 -0.7097 -0.9 -0.5 -0.4 0.0823